# 1
A structure of composition C67H64N4P3RuSi at a distorted geometry, computed with ωB97M-V/def2-TZVPD.

Values from the calculation:
- DFT total energy: -114791.331 eV
- Spin multiplicity: 2
- Gap between HOMO and LUMO (alpha / beta): 6.065 / 6.346 eV
- M: 1147.35 g mol⁻¹
- Energy relative to the best compared isomer or geometry (same formula, charge and spin): 68.72 kJ/mol
- Net charge: +2

Element x y z (Å)
Ru (-0.5150, -0.0259, -0.2259)
C (-5.9712, -1.4345, -3.3000)
C (-5.0972, -2.1862, -2.5265)
C (-3.8334, -1.7000, -2.2403)
C (-3.4331, -0.4542, -2.7244)
C (-4.3125, 0.2988, -3.5004)
C (-5.5753, -0.1978, -3.7872)
P (-1.7357, 0.1133, -2.3828)
C (-1.7765, 1.7771, -3.1213)
C (-1.2711, 2.0440, -4.3893)
C (-1.3867, 3.3147, -4.9285)
C (-2.0449, 4.3122, -4.2270)
C (-2.5853, 4.0390, -2.9788)
C (-2.4273, 2.7840, -2.4128)
C (-0.7055, -0.7937, -3.5741)
C (-1.1971, -1.6197, -4.5745)
C (-0.3072, -2.2174, -5.4604)
C (1.0554, -1.9855, -5.3473)
C (1.5448, -1.1733, -4.3300)
C (0.6694, -0.5779, -3.4296)
Si (1.1498, 0.4512, -1.9131)
C (2.8682, 0.0350, -1.2258)
C (4.0418, 0.3376, -1.9150)
C (5.2851, 0.1391, -1.3320)
C (5.3740, -0.3273, -0.0244)
C (4.2179, -0.6364, 0.6663)
C (2.9660, -0.4784, 0.0705)
P (1.4455, -0.9314, 0.9429)
C (1.6859, -2.6905, 1.2391)
C (2.7739, -3.4243, 0.7463)
C (2.8486, -4.7900, 0.9573)
C (1.8406, -5.4551, 1.6450)
C (0.7650, -4.7371, 2.1527)
C (0.7010, -3.3698, 1.9659)
C (3.9316, -1.1468, 3.4634)
C (4.0281, -2.3679, 4.0835)
C (4.0132, -2.3807, 5.4771)
C (3.8988, -1.1897, 6.1823)
C (3.8006, 0.0235, 5.5143)
C (3.8333, 0.0537, 4.1213)
C (1.3624, 2.2730, -2.3350)
C (2.0238, 2.6915, -3.4867)
C (2.4085, 4.0146, -3.6297)
C (2.2027, 4.9099, -2.5869)
C (1.5607, 4.5003, -1.4295)
C (1.0851, 3.1922, -1.3277)
P (0.2003, 2.5865, 0.1531)
C (-1.0928, 3.8084, 0.5732)
C (-1.9535, 3.4301, 1.6033)
C (-2.9379, 4.2843, 2.0697)
C (-3.0541, 5.5539, 1.5223)
C (-2.2030, 5.9393, 0.4977)
C (-1.2402, 5.0694, 0.0065)
C (1.4789, 2.9901, 1.4079)
C (1.1812, 3.6395, 2.6037)
C (2.1958, 3.9599, 3.4946)
C (3.5117, 3.6336, 3.2039)
C (3.8126, 2.9763, 2.0185)
C (2.8042, 2.6507, 1.1271)
H (-6.9560, -1.8172, -3.5312)
H (-5.3996, -3.1557, -2.1527)
H (-3.1448, -2.3021, -1.6601)
H (-4.0163, 1.2615, -3.8911)
H (-6.2473, 0.3847, -4.4029)
H (-0.7953, 1.2597, -4.9637)
H (-0.9843, 3.5193, -5.9118)
H (-2.1527, 5.2981, -4.6599)
H (-3.1392, 4.8002, -2.4495)
H (-2.8408, 2.5753, -1.4315)
H (-2.2606, -1.7966, -4.6719)
H (-0.6842, -2.8571, -6.2472)
H (1.7414, -2.4438, -6.0480)
H (2.6133, -1.0136, -4.2321)
H (3.9809, 0.7444, -2.9177)
H (6.1858, 0.3628, -1.8888)
H (6.3403, -0.4465, 0.4483)
H (4.2398, -0.9713, 1.7461)
H (3.5626, -2.9325, 0.1954)
H (3.7001, -5.3408, 0.5785)
H (1.8983, -6.5254, 1.7911)
H (-0.0219, -5.2498, 2.6899)
H (-0.1164, -2.8070, 2.3950)
H (4.1236, -3.2918, 3.5241)
H (4.1098, -3.3211, 6.0040)
H (3.9115, -1.2034, 7.2642)
H (3.7264, 0.9518, 6.0668)
H (3.8066, 0.9955, 3.5859)
H (2.2471, 1.9768, -4.2722)
H (2.9073, 4.3409, -4.5331)
H (2.5612, 5.9275, -2.6680)
H (1.4696, 5.1863, -0.5975)
H (-1.8286, 2.4465, 2.0370)
H (-3.6093, 3.9659, 2.8571)
H (-3.8087, 6.2375, 1.8873)
H (-2.2923, 6.9268, 0.0635)
H (-0.6266, 5.3777, -0.8241)
H (0.1650, 3.9220, 2.8389)
H (1.9540, 4.4793, 4.4125)
H (4.3012, 3.8957, 3.8958)
H (4.8386, 2.7242, 1.7813)
H (3.0497, 2.1546, 0.1966)
C (0.1428, -1.3909, 4.6911)
N (-0.5560, -0.5631, 3.7172)
C (-0.0310, 0.7877, 3.6836)
C (-1.9857, -0.5903, 3.9289)
C (-2.8147, 0.2071, 2.9266)
N (-2.5511, 0.0142, 1.4845)
C (-2.6007, -1.4273, 1.2021)
C (-3.6682, 0.6474, 0.7636)
H (0.1931, -0.9134, 5.6803)
H (1.1616, -1.5715, 4.3502)
H (-0.3630, -2.3504, 4.8028)
H (-0.3460, 1.3809, 4.5576)
H (-0.3702, 1.2857, 2.7750)
H (1.0573, 0.7519, 3.6735)
H (-2.2382, -0.1732, 4.9192)
H (-2.3064, -1.6345, 3.9368)
H (-2.7341, 1.2691, 3.1584)
H (-3.8599, -0.0810, 3.1113)
H (-3.5330, -1.8744, 1.5830)
H (-1.7587, -1.9256, 1.6715)
H (-2.5588, -1.5843, 0.1251)
H (-4.6219, 0.1695, 1.0259)
H (-3.5287, 0.5527, -0.3120)
H (-3.7413, 1.7035, 1.0166)
N (0.6565, -4.1825, -2.0442)
C (0.6047, -2.9062, -1.6214)
N (-0.5122, -2.6060, -1.0089)
C (-1.2540, -3.7895, -1.0002)
C (-2.4914, -4.1235, -0.4456)
C (-2.9515, -5.4163, -0.6056)
C (-2.2134, -6.3899, -1.2892)
C (-0.9779, -6.0903, -1.8243)
C (-0.5230, -4.7889, -1.6645)
H (1.4189, -4.6215, -2.5310)
H (1.4262, -2.2303, -1.7802)
H (-3.0827, -3.4131, 0.1137)
H (-3.9110, -5.6873, -0.1856)
H (-2.6178, -7.3868, -1.3961)
H (-0.3780, -6.8316, -2.3361)

Force components x, y, z for each atom (eV/Å):
Ru 1.410 0.733 0.117
C 0.018 0.023 -0.027
C -0.011 -0.069 0.035
C 0.073 0.068 -0.036
C 0.035 -0.165 0.458
C 0.060 -0.005 0.027
C -0.049 -0.025 -0.044
P 0.552 0.353 -0.336
C 0.036 0.016 0.239
C 0.001 -0.124 0.004
C -0.021 0.030 -0.096
C -0.031 0.035 -0.017
C 0.012 0.013 0.112
C -0.002 0.002 -0.032
C 0.103 -0.198 0.090
C -0.046 0.082 0.009
C -0.013 0.002 -0.014
C 0.069 -0.032 -0.023
C -0.011 0.097 -0.039
C 0.131 0.326 0.187
Si -0.198 -0.299 0.312
C -0.463 -0.118 -0.153
C 0.064 -0.051 -0.017
C -0.002 0.050 -0.059
C -0.022 -0.041 -0.004
C -0.081 -0.068 0.620
C 0.242 0.002 0.214
P -0.653 0.473 -1.444
C -0.128 -0.008 0.240
C 0.025 0.082 -0.004
C 0.063 -0.041 -0.025
C -0.010 0.091 0.014
C 0.011 -0.120 -0.015
C -0.134 0.160 0.013
C -0.151 -0.102 1.050
C -0.028 -0.186 -0.272
C 0.018 0.059 -0.023
C -0.010 0.049 0.085
C 0.058 -0.074 -0.012
C -0.022 0.162 -0.286
C -0.288 -0.367 0.175
C 0.027 0.062 -0.065
C 0.066 -0.089 -0.015
C -0.004 0.049 0.091
C 0.047 0.020 0.003
C -0.176 -0.111 -0.049
P 0.099 -0.556 -0.334
C -0.262 -0.430 0.022
C 0.116 -0.100 -0.074
C 0.011 0.044 0.038
C -0.019 -0.025 0.000
C -0.021 0.073 -0.086
C 0.032 -0.061 -0.056
C -0.077 -0.364 0.175
C 0.044 -0.008 -0.072
C 0.000 0.018 0.042
C -0.030 0.025 0.003
C 0.056 0.022 -0.052
C -0.080 0.036 -0.013
H -0.013 0.006 0.012
H 0.016 -0.022 0.005
H -0.138 0.112 -0.209
H -0.040 0.000 -0.007
H -0.014 0.001 0.017
H 0.043 0.041 0.006
H 0.016 -0.003 0.003
H -0.014 -0.008 -0.001
H 0.024 0.079 0.082
H -0.022 0.055 0.017
H -0.017 0.005 -0.009
H 0.003 -0.015 0.004
H -0.009 -0.010 -0.007
H 0.013 -0.046 -0.033
H 0.068 0.018 0.001
H -0.002 0.037 0.009
H -0.006 -0.003 0.008
H 0.215 0.174 -1.018
H -0.013 -0.017 -0.048
H -0.012 -0.001 -0.010
H 0.002 -0.005 0.010
H 0.010 0.030 0.041
H -0.034 0.044 0.005
H -0.021 -0.001 0.008
H -0.018 -0.004 0.004
H -0.045 -0.019 -0.004
H 0.000 -0.009 0.014
H -0.068 -0.043 0.040
H -0.049 0.037 -0.044
H -0.001 0.012 0.000
H -0.011 0.002 -0.007
H -0.040 0.036 -0.013
H -0.067 0.085 -0.040
H 0.023 0.004 0.032
H -0.002 0.005 0.000
H -0.020 -0.014 -0.003
H 0.017 0.041 -0.045
H -0.019 0.009 0.022
H 0.004 0.004 0.002
H 0.011 0.007 -0.002
H 0.000 0.003 -0.006
H 0.069 0.088 0.032
C 0.019 0.207 0.084
N 0.093 -0.217 -0.372
C -0.080 -0.163 0.070
C 0.011 0.003 -0.009
C 0.134 0.099 0.152
N -0.022 -0.523 -0.297
C -0.250 0.180 0.180
C -0.078 0.055 -0.014
H -0.048 -0.041 0.036
H 0.116 -0.012 0.041
H 0.009 -0.012 -0.031
H 0.025 0.028 0.018
H 0.077 0.015 0.060
H 0.078 0.052 -0.070
H -0.116 -0.055 0.024
H -0.017 -0.002 -0.005
H -0.067 -0.008 -0.035
H -0.026 0.095 0.016
H -0.025 -0.004 -0.032
H 0.022 -0.053 -0.020
H -0.064 0.139 0.199
H 0.012 -0.007 0.004
H -0.047 -0.018 0.040
H 0.060 -0.010 -0.010
N -0.042 0.015 0.022
C 0.058 -0.142 -0.062
N -0.062 0.874 0.350
C 0.083 -0.361 -0.010
C -0.049 -0.157 0.172
C -0.064 0.060 0.040
C 0.071 0.010 -0.069
C 0.051 -0.056 -0.028
C -0.212 0.160 0.169
H 0.059 0.080 -0.013
H 0.040 -0.084 0.015
H 0.016 -0.236 -0.089
H 0.003 0.000 0.017
H 0.017 -0.010 0.019
H -0.059 -0.030 -0.013

---

# 2
A cluster of 9 separate species, C27H72O27S9 in total at a distorted geometry, computed with ωB97M-V/def2-TZVPD.

Values from the calculation:
- DFT total energy: -181959.880 eV
- Spin multiplicity: 1
- Gap between HOMO and LUMO: 10.586 eV
- M: 1117.45 g mol⁻¹
- Energy relative to the best compared isomer or geometry (same formula, charge and spin): 300.27 kJ/mol
- SMILES string: CCOS(C)(=O)=O.CCOS(C)(=O)=O.CCOS(C)(=O)=O.CCOS(C)(=O)=O.CCOS(C)(=O)=O.CCOS(C)(=O)=O.CCOS(C)(=O)=O.CCOS(C)(=O)=O.CCOS(C)(=O)=O

Element x y z (Å)
C (1.7557, -3.7837, 1.1280)
C (2.1579, -3.4351, -0.2994)
O (1.3966, -4.0682, -1.3512)
S (1.3566, -5.6308, -1.7352)
C (2.9269, -5.7054, -2.7123)
O (1.4133, -6.5227, -0.5942)
O (0.3045, -5.6998, -2.6567)
H (2.2355, -3.1658, 1.8515)
H (1.8894, -4.8325, 1.2478)
H (0.7020, -3.5436, 1.2004)
H (1.9901, -2.3995, -0.5811)
H (3.1686, -3.6350, -0.5127)
H (3.2453, -6.7005, -3.0765)
H (3.6822, -5.2208, -2.1425)
H (2.7017, -5.1045, -3.5354)
C (1.7466, 8.0859, -1.8669)
C (2.5412, 7.1993, -2.7408)
O (3.1678, 6.2726, -1.7804)
S (4.7080, 5.8680, -1.9069)
C (4.5873, 4.1572, -1.5275)
O (5.0518, 5.9514, -3.2745)
O (5.5720, 6.5311, -0.9935)
H (1.1139, 8.6856, -2.4775)
H (2.3967, 8.7718, -1.2766)
H (1.1091, 7.5738, -1.2082)
H (1.9347, 6.5213, -3.2577)
H (3.2721, 7.7389, -3.3560)
H (5.5734, 3.7231, -1.8027)
H (3.8174, 3.6846, -2.1362)
H (4.2501, 3.9840, -0.4899)
C (5.3688, 0.0701, -2.8127)
C (5.0044, 0.0015, -1.3482)
O (6.1439, -0.6031, -0.5962)
S (5.9417, -0.3941, 0.9760)
C (4.7631, -1.6472, 1.4535)
O (7.1744, -0.6609, 1.6021)
O (5.1940, 0.8283, 1.3753)
H (4.6350, 0.6467, -3.3719)
H (5.4354, -0.9050, -3.2557)
H (6.3948, 0.4369, -3.0936)
H (4.9215, 0.9990, -0.9989)
H (4.0148, -0.4903, -1.2331)
H (4.8158, -1.4612, 2.5489)
H (5.1128, -2.6706, 1.3661)
H (3.7301, -1.5658, 1.1030)
C (-5.3561, -0.5973, -3.5596)
C (-6.2690, -0.3397, -2.3213)
O (-6.4895, -1.5894, -1.6024)
S (-5.7577, -1.7797, -0.2544)
C (-5.7842, -3.5612, -0.1029)
O (-4.3599, -1.3687, -0.4699)
O (-6.4915, -1.0679, 0.7960)
H (-5.8724, -1.2707, -4.2442)
H (-4.4481, -0.8743, -3.1307)
H (-5.2109, 0.4074, -4.0118)
H (-5.7000, 0.3537, -1.6598)
H (-7.2544, 0.0117, -2.5122)
H (-5.9638, -4.0241, -1.0825)
H (-6.5767, -3.8707, 0.5320)
H (-4.8301, -3.8567, 0.2789)
C (-2.2712, 5.5596, 0.3337)
C (-2.6348, 4.1018, 0.3467)
O (-4.0392, 3.9652, 0.1837)
S (-4.6265, 2.6224, -0.4801)
C (-5.4357, 2.0049, 0.9439)
O (-5.5300, 3.1064, -1.4571)
O (-3.5435, 1.7758, -0.9197)
H (-2.7826, 6.1909, -0.4308)
H (-1.2099, 5.6309, 0.3120)
H (-2.7270, 5.9040, 1.2701)
H (-2.2454, 3.5266, -0.4960)
H (-2.2696, 3.6038, 1.2342)
H (-6.0041, 1.1006, 0.8278)
H (-6.0468, 2.7950, 1.3909)
H (-4.6328, 1.8128, 1.6161)
C (3.2688, 1.1460, 4.1367)
C (2.7896, 1.5782, 2.8229)
O (1.7392, 2.5852, 3.0133)
S (1.8157, 3.8001, 2.0274)
C (2.9671, 4.9954, 2.8163)
O (2.4908, 3.3628, 0.8359)
O (0.5597, 4.3831, 1.9881)
H (4.3540, 1.0978, 4.1864)
H (2.9122, 0.1880, 4.4717)
H (3.0639, 1.9561, 4.8947)
H (3.5504, 2.0574, 2.2067)
H (2.2801, 0.8363, 2.3010)
H (3.9074, 4.5144, 3.0552)
H (2.4899, 5.1394, 3.8379)
H (3.1237, 5.8739, 2.2079)
C (-0.2438, 1.0466, 5.8196)
C (-1.6054, 1.0644, 4.9435)
O (-1.5514, -0.1377, 4.1332)
S (-1.5479, -0.0972, 2.5456)
C (-2.4450, -1.5050, 2.2358)
O (-2.2592, 1.1192, 2.1567)
O (-0.1806, -0.2502, 2.1358)
H (-0.2829, 1.8750, 6.5465)
H (0.5724, 1.3235, 5.1771)
H (-0.0554, 0.0036, 6.1790)
H (-2.5064, 0.9715, 5.6001)
H (-1.6771, 1.9276, 4.2957)
H (-2.4508, -1.5452, 1.1261)
H (-3.4590, -1.4048, 2.5451)
H (-1.9984, -2.3768, 2.6739)
C (-0.8284, -1.8882, -3.0615)
C (-0.5324, -0.8237, -2.0545)
O (0.4780, 0.1079, -2.5999)
S (1.3410, 0.8287, -1.4795)
C (0.1605, 2.0017, -0.5666)
O (1.8017, -0.2122, -0.5388)
O (2.2655, 1.5629, -2.2478)
H (-1.1884, -1.6482, -4.0763)
H (-1.5444, -2.5943, -2.7051)
H (0.0654, -2.5680, -3.0009)
H (-1.3239, -0.1969, -1.6406)
H (-0.1147, -1.3498, -1.1862)
H (-0.6846, 2.1751, -1.1604)
H (0.5268, 2.9918, -0.3235)
H (-0.1605, 1.5327, 0.3662)
C (-3.2566, -5.2572, -2.5004)
C (-3.4719, -6.4316, -1.5700)
O (-2.3182, -6.6600, -0.7678)
S (-2.1529, -6.0424, 0.6344)
C (-1.2658, -7.3380, 1.3953)
O (-1.2923, -4.8501, 0.5829)
O (-3.4706, -5.9208, 1.2945)
H (-3.1044, -4.3727, -1.8828)
H (-4.1934, -5.0306, -3.0750)
H (-2.4909, -5.3781, -3.2507)
H (-4.3350, -6.2242, -0.9494)
H (-3.5471, -7.3489, -2.1955)
H (-0.4744, -7.5576, 0.6200)
H (-1.8081, -8.2699, 1.6046)
H (-0.7570, -6.9240, 2.2390)

Force components x, y, z for each atom (eV/Å):
C -1.098 0.468 -1.747
C -0.533 0.527 0.024
O -0.806 -1.356 -0.020
S 2.875 0.275 0.922
C -0.993 -1.203 1.099
O 0.017 0.973 -0.690
O -1.703 -0.369 -1.118
H 0.765 0.236 0.456
H 0.191 -0.759 0.620
H -0.323 -0.195 0.180
H 0.035 0.204 0.513
H 1.589 -0.383 -0.029
H -0.500 0.390 0.645
H 0.748 0.154 0.581
H -0.354 0.990 -1.397
C 0.899 1.898 0.072
C 1.183 -0.235 1.502
O 1.264 0.094 0.520
S -0.656 -0.990 -0.133
C -0.105 -0.639 0.525
O 0.326 0.365 -1.857
O -0.329 0.414 0.905
H -0.566 0.759 -0.572
H -0.393 -0.519 -0.390
H -0.681 -0.968 0.912
H -0.894 -0.518 -1.487
H -0.172 -0.465 0.134
H -0.599 0.310 0.536
H 0.057 0.252 -0.282
H 0.643 0.149 -0.368
C 1.398 -0.192 -0.767
C 0.396 0.047 -1.192
O -1.368 0.797 0.607
S -3.258 1.186 0.721
C 0.370 -0.336 1.404
O 1.223 -0.294 0.149
O 1.942 -1.808 -1.660
H -0.110 0.040 0.171
H -0.489 -0.819 -0.184
H -0.917 0.320 0.949
H -0.282 0.846 0.577
H 0.955 -0.151 0.399
H -0.489 -0.083 -0.519
H 0.329 -0.024 -0.524
H 0.426 0.534 -0.185
C -2.749 1.916 0.664
C 1.911 0.294 -0.008
O -0.640 -0.656 -0.604
S 1.872 1.666 0.930
C -0.442 0.376 -0.959
O -1.642 -0.750 0.587
O 0.846 -1.486 -1.108
H 0.566 -0.125 -0.031
H 1.650 -1.048 0.130
H -0.107 -0.673 -0.020
H -0.735 -0.404 -0.451
H -0.595 0.464 -0.357
H 0.235 0.436 0.144
H -0.637 -0.101 0.756
H 0.564 -0.144 0.356
C -2.007 0.278 0.439
C 0.718 -0.732 -1.682
O -0.915 -0.436 0.285
S 1.124 0.867 0.121
C -0.269 0.429 0.382
O -1.088 -0.168 -0.586
O -0.554 0.103 0.487
H 0.604 -0.886 0.087
H 0.789 0.447 0.168
H 0.699 0.508 0.083
H 0.600 0.391 0.070
H -0.125 -0.037 0.480
H -0.170 -0.322 -0.522
H 0.054 -0.033 -0.433
H 0.737 -0.316 0.653
C 1.127 0.993 2.206
C 0.265 1.521 -0.338
O -0.304 0.736 0.161
S 4.513 -0.048 0.174
C -1.476 -1.479 1.943
O -0.453 0.142 -0.280
O -3.193 1.210 -0.186
H 0.220 -0.197 -0.386
H -0.498 -0.218 0.214
H -0.179 -0.971 -0.556
H -0.037 -0.545 0.175
H -0.437 -1.478 -1.172
H 0.253 -0.275 -0.425
H 0.462 0.548 -1.347
H -0.319 0.147 -0.070
C -1.793 0.112 -1.084
C 1.442 -0.728 1.590
O -0.390 -0.279 0.118
S 0.539 2.948 1.351
C -0.334 -0.618 -1.915
O 0.576 -1.464 -0.058
O -0.349 -0.185 -0.433
H -0.134 -0.819 0.266
H 0.339 -0.080 -0.540
H -0.335 1.160 0.194
H 0.752 0.107 -0.621
H -0.013 0.219 0.031
H -0.024 -0.351 0.542
H -0.718 0.308 0.382
H 0.427 -0.296 0.097
C 0.938 -1.132 -0.371
C 0.061 0.319 0.623
O -0.618 -0.421 0.993
S -1.114 -0.741 2.250
C 0.977 -1.227 0.363
O -0.568 1.802 -1.200
O 1.320 0.952 -0.447
H 0.694 0.375 0.439
H -1.002 -0.161 0.775
H -0.492 0.785 -1.016
H -0.469 -0.138 -0.551
H 0.143 0.278 -0.178
H -1.254 -0.244 -1.214
H 0.955 -0.269 -0.337
H 0.200 -0.247 -0.194
C -1.395 0.800 -0.172
C -0.102 -0.157 -1.896
O 0.383 -0.525 -0.448
S -0.921 2.062 2.493
C 1.484 -0.851 -1.688
O -1.485 -1.885 -0.071
O 1.776 0.137 -1.314
H 0.397 0.198 -0.161
H 0.534 -0.430 0.524
H 0.523 -0.135 0.172
H -0.147 -0.476 0.213
H -0.342 0.438 0.815
H -0.594 0.107 0.887
H -0.216 0.701 -0.069
H 0.095 0.184 0.678

---

> What is the M in the first record?

1147.35 g mol⁻¹